[1]
{"formula": "C3H4O2S", "method": "wB97M-V/def2-TZVPD", "species": ["C", "C", "C", "O", "O", "S", "H", "H", "H", "H"], "xyz": [[0.19910, -0.93430, -0.15236], [-0.32911, -0.41171, -1.21719], [0.64340, 0.10831, 0.84954], [-1.68257, 1.45298, 1.03404], [-0.39896, 0.97591, -1.24234], [-0.40534, 1.60413, 0.35002], [0.41148, -1.97547, -0.14953], [-0.60121, -1.08720, -1.96730], [0.43839, -0.03336, 1.80096], [1.72482, 0.30071, 0.69415]], "lowdin_spin": [0.05, 0.04, 0.22, 0.63, 0.17, 0.85, 0.01, 0.01, 0.01, 0.01], "s2": 2.0091, "orbital_gap_ha": [0.2266, 0.2373], "multiplicity": 3, "relative_energy_ev": 3.060, "charge": 0}

[2]
{"formula": "C3H4O3", "method": "wB97M-V/def2-TZVPD", "species": ["C", "C", "O", "C", "O", "O", "H", "H", "H", "H"], "xyz": [[1.27012, -0.41613, 0.51542], [0.41941, 0.30033, -0.24581], [0.68647, 1.31781, -1.03838], [-1.09786, 0.07426, -0.18157], [-1.83108, 0.80333, -0.78031], [-1.60470, -1.00210, 0.48504], [2.32964, -0.27014, 0.52121], [0.83057, -1.27326, 1.04781], [-0.14468, 1.75910, -1.31109], [-0.85789, -1.29320, 0.98769]], "mulliken_charge": [-0.99, 0.72, -0.54, 0.68, -0.56, -0.42, 0.30, 0.16, 0.39, 0.27], "orbital_gap_ha": 0.3803, "multiplicity": 1, "relative_energy_ev": 0.959, "smiles": "C=C(O)C(=O)O", "charge": 0}

[3]
{"formula": "C3H4O3", "method": "wB97M-V/def2-TZVPD", "species": ["O", "C", "O", "C", "C", "O", "H", "H", "H", "H"], "xyz": [[-2.52096, 1.62537, -1.37088], [-2.35779, 0.79848, -0.56883], [-2.25224, -0.03280, 0.24518], [0.95147, -0.54864, 0.85645], [1.08112, -0.06724, -0.56079], [0.31770, 0.69834, -1.10399], [0.01058, -0.20767, 1.29293], [1.00804, -1.64310, 0.88498], [1.79970, -0.16805, 1.43955], [1.96239, -0.45468, -1.11459]], "mulliken_charge": [-0.38, 0.81, -0.43, -0.86, 0.18, -0.47, 0.24, 0.29, 0.29, 0.33], "orbital_gap_ha": 0.4042, "multiplicity": 1, "relative_energy_ev": 0.000, "smiles": "O=C=O.CC=O", "charge": 0}

[4]
{"formula": "C3H4O3", "method": "wB97M-V/def2-TZVPD", "species": ["C", "C", "C", "O", "O", "O", "H", "H", "H", "H"], "xyz": [[2.27586, 0.45281, -0.71791], [0.12382, -0.19691, -0.31586], [-1.48962, 0.02684, -0.11976], [2.88554, 0.00789, 0.25062], [-1.82678, 1.25771, 0.21363], [-2.23723, -0.90057, -0.22457], [0.19176, -0.93757, -1.10652], [0.42588, -0.65495, 0.63089], [-2.78352, 1.33389, 0.35633], [2.43430, -0.38913, 1.03313]], "mulliken_charge": [0.22, -0.69, 0.51, -0.21, -0.43, -0.51, 0.26, 0.13, 0.35, 0.37], "orbital_gap_ha": [0.3076, 0.3076], "multiplicity": 1, "relative_energy_ev": 5.809, "charge": 0}

[5]
{"formula": "C3H4O3", "method": "wB97M-V/def2-TZVPD", "species": ["C", "C", "O", "C", "O", "O", "H", "H", "H", "H"], "xyz": [[-0.29289, -1.12357, 0.36658], [0.96936, 0.11453, 0.49226], [2.00379, -0.05268, 1.00860], [0.16968, 0.76279, -0.56595], [0.45418, 0.69031, -1.74896], [-0.71169, 1.65383, -0.03633], [-0.93995, -0.88542, 1.21194], [0.29292, -2.02230, 0.55172], [-0.89490, -1.33788, -0.51682], [-1.05048, 2.20039, -0.76304]], "mulliken_charge": [-1.07, 0.48, -0.41, 0.65, -0.55, -0.45, 0.31, 0.38, 0.31, 0.35], "orbital_gap_ha": 0.3658, "multiplicity": 1, "relative_energy_ev": 2.599, "smiles": "CC(=O)C(=O)O", "charge": 0}

[6]
{"formula": "C3H4O3", "method": "wB97M-V/def2-TZVPD", "species": ["O", "C", "C", "O", "C", "O", "H", "H", "H", "H"], "xyz": [[-1.48617, -1.35774, -0.02173], [-0.27189, -1.43151, -0.00670], [0.88728, -0.30906, -0.12170], [2.01032, -0.57919, -0.21895], [0.18320, 1.18093, 0.20455], [-1.03911, 1.16955, -0.39652], [0.21403, -2.38774, -0.13398], [0.18229, 1.44076, 1.30983], [0.76812, 1.97582, -0.34113], [-1.44807, 0.29818, -0.27366]], "mulliken_charge": [-0.49, 0.14, 0.35, -0.40, -0.24, -0.54, 0.35, 0.23, 0.24, 0.37], "orbital_gap_ha": 0.3121, "multiplicity": 1, "relative_energy_ev": 2.578, "smiles": "O=CC(=O)CO", "charge": 0}